1 | Molecular formula: C8H11N4
Method: DFT, ωB97M-V/def2-TZVPD

CARTESIAN COORDINATES (ANGSTROEM)
C (-2.308, -2.822, -2.157)
C (-2.328, -2.716, -0.768)
C (-1.551, -1.976, -2.965)
C (-1.504, -1.771, -0.225)
C (-0.805, -0.988, -2.335)
C (-0.760, -0.837, -0.983)
C (0.503, 0.849, -2.918)
C (0.259, 1.272, -0.652)
N (-0.074, -0.133, -3.131)
N (-0.095, 0.125, -0.194)
N (0.691, 2.226, 0.198)
N (1.969, 1.393, 2.303)
H (-3.118, -3.498, -2.362)
H (-3.057, -3.273, -0.168)
H (-1.642, -1.956, -4.021)
H (-1.451, -1.518, 0.805)
H (1.005, 1.700, -3.381)
H (-0.189, -0.224, 0.779)
H (1.114, 3.104, -0.085)
H (1.146, 1.964, 1.077)
H (1.127, 1.375, 2.864)
H (2.657, 2.030, 2.622)
H (2.355, 0.447, 2.153)

Charge   +1
HOMO level   -12.57 eV
2S+1   1

2 | Molecular formula: C8H11N4
Method: DFT, ωB97M-V/def2-TZVPD

CARTESIAN COORDINATES (ANGSTROEM)
C (-0.075, -1.884, 0.032)
C (0.960, -2.820, -0.118)
C (0.581, -0.652, 0.092)
C (1.963, -0.892, -0.037)
C (3.014, 0.145, -0.112)
C (2.857, 1.479, -0.085)
C (1.511, 2.121, -0.082)
C (0.385, 0.802, 0.058)
N (0.925, 3.228, -0.130)
N (2.199, -2.203, -0.105)
N (-0.838, 1.333, 0.152)
N (-2.990, -0.079, -0.302)
H (-1.089, -1.911, 0.144)
H (0.848, -3.836, -0.374)
H (3.987, -0.230, 0.016)
H (3.585, 2.264, -0.196)
H (1.540, 4.101, -0.034)
H (3.070, -2.737, -0.165)
H (-0.866, 2.376, -0.031)
H (-1.714, 0.690, -0.184)
H (-2.735, -1.033, -0.642)
H (-3.911, 0.346, -0.431)
H (-2.935, -0.088, 0.728)

Charge   +1
HOMO level   -12.06 eV
2S+1   1

The structure with the most favorable energy is 2; the runner-up is 1.117 eV above it.

1 | Molecular formula: C7H15N
Method: DFT, ωB97M-V/def2-TZVPD

CARTESIAN COORDINATES (ANGSTROEM)
C (2.166, 0.642, 2.387)
C (1.665, 0.965, 1.205)
C (0.327, 1.592, 0.942)
C (-0.877, 0.638, 0.745)
C (-0.543, -0.709, 0.125)
N (-0.331, -0.679, -1.335)
C (-0.414, -2.081, -1.775)
C (-1.494, -0.028, -1.952)
H (3.069, 0.049, 2.459)
H (1.687, 0.887, 3.330)
H (2.192, 0.638, 0.311)
H (0.141, 2.134, 1.880)
H (0.347, 2.413, 0.223)
H (-1.665, 1.207, 0.269)
H (-1.220, 0.422, 1.761)
H (0.374, -1.023, 0.611)
H (-1.340, -1.421, 0.373)
H (-1.120, -2.733, -1.233)
H (-0.492, -2.201, -2.848)
H (0.493, -2.589, -1.416)
H (-1.380, 1.055, -1.926)
H (-1.505, -0.298, -3.004)
H (-2.433, -0.384, -1.513)

HOMO level   -8.98 eV
SMILES   C=CCCCN(C)C
2S+1   1

2 | Molecular formula: C7H15N
Method: DFT, ωB97M-V/def2-TZVPD

CARTESIAN COORDINATES (ANGSTROEM)
C (0.260, -0.148, 0.102)
C (-1.444, 0.919, -0.412)
C (0.005, -1.533, -0.448)
C (2.709, -0.336, -0.283)
C (0.318, -0.026, 1.611)
C (-2.696, 0.230, 0.078)
C (1.054, 0.732, -0.629)
N (1.308, 1.782, -1.202)
H (0.521, 2.386, -1.429)
H (-1.436, 1.017, -1.499)
H (-1.310, 1.895, 0.056)
H (-0.656, -0.279, 2.030)
H (0.755, -2.233, -0.080)
H (0.023, -1.543, -1.536)
H (-0.968, -1.881, -0.104)
H (3.391, 0.472, -0.037)
H (2.769, -1.103, 0.483)
H (2.870, -0.760, -1.270)
H (1.050, -0.724, 2.018)
H (0.586, 0.980, 1.926)
H (-2.666, 0.046, 1.154)
H (-3.593, 0.835, -0.108)
H (-2.852, -0.728, -0.421)

HOMO level   -7.50 eV
2S+1   1

The structure with the most favorable energy is 1; the runner-up is 2.344 eV above it.